133
Properties=species:S:1:pos:R:3:forces:R:3 method="wB97M-V/def2-TZVPD" spin_multiplicity=1 total_energy_ha=-4309.6734 charge=+1 de_lowest_kcal_mol=0.0 e_homo_ev=-10.79
C 3.644074 -3.829346 -1.858137 -0.222 -0.110 -0.365
C 3.546375 -2.488810 -1.130319 -0.181 -0.834 0.093
O 4.823207 -1.849507 -0.936668 0.455 1.165 0.765
P 5.201523 -0.805891 -2.078308 -0.148 -0.803 -2.460
O 5.062982 -1.461344 -3.386379 -0.196 -0.083 -0.504
C 4.041366 0.605452 -2.102150 0.178 0.164 1.421
C 3.747969 1.194029 -0.688778 0.458 -0.619 -0.065
C 2.441815 0.651310 -0.066993 0.257 -0.665 0.268
N 1.466884 1.640854 0.440542 0.563 0.468 -1.014
C 1.990894 2.803306 1.158825 -0.206 0.885 0.646
C 1.632443 4.196088 0.591163 -0.139 -0.072 1.076
C 0.248071 4.249541 -0.051614 0.744 0.973 -1.012
O 0.262665 5.389405 -0.899428 -0.206 -0.110 0.422
C -1.019781 5.879930 -1.297656 -0.311 -0.167 -1.008
C -0.950819 6.667079 -2.591496 -0.166 1.020 0.260
C 0.024629 7.868725 -2.492709 -0.344 -0.457 0.014
O -0.714510 5.825929 -3.707476 -0.009 0.071 0.130
P -1.028327 4.412391 1.317576 -0.475 -1.121 1.045
S -1.037367 2.959049 2.606746 0.150 0.036 -0.055
N 0.068175 3.067829 -0.926276 0.233 -1.111 0.576
P 0.765351 3.256198 -2.519400 -0.485 1.182 -1.190
O 2.360432 3.481895 -2.243861 -0.148 -0.455 0.312
Cl 0.728152 1.300744 -3.305310 0.106 -0.004 0.591
C 0.325085 1.831080 -0.269202 -0.449 0.171 0.570
N -0.605706 0.918341 -0.345566 0.262 0.037 -0.297
C -1.822879 1.165699 -1.156541 -1.178 0.193 0.263
N -2.719701 2.131988 -0.525315 0.362 0.042 -0.732
C -0.469233 -0.379777 0.317360 -0.125 -0.329 -0.050
C -1.737395 -0.907640 1.008542 -0.421 -1.068 0.285
C -2.536844 -1.943991 0.168034 0.650 0.329 -0.228
O -2.530395 0.134068 1.514270 0.289 -0.064 -0.341
C -3.541692 -0.310995 2.422605 -0.481 0.465 0.289
C -4.882644 0.183809 1.927307 1.490 -0.703 0.498
C -5.907494 -0.657418 1.604884 0.254 -0.467 0.083
C -7.069419 -0.103299 1.137922 -1.527 -1.491 -0.478
C -7.223295 1.234450 0.986812 -0.527 1.341 -0.236
C -6.191730 2.075388 1.333134 -0.098 0.813 -0.171
C -5.026470 1.539495 1.791833 0.742 0.900 0.284
O 6.702345 -0.294765 -1.873929 -0.794 -0.100 0.778
C 7.241844 0.226215 -3.114657 0.819 0.718 -0.362
C 8.380163 1.183708 -2.812834 -0.561 -0.080 0.103
H 4.635375 -4.034400 -2.253476 0.089 0.200 0.119
H 3.335749 -4.672205 -1.241219 0.103 0.090 0.188
H 2.973321 -3.809375 -2.717059 0.064 -0.054 -0.066
H 2.860503 -1.853054 -1.689819 0.116 0.238 0.055
H 3.137105 -2.650699 -0.133602 0.061 0.214 0.067
H 3.147264 0.207580 -2.572951 -0.037 0.081 -0.134
H 4.442110 1.378613 -2.754735 0.134 -0.149 -0.142
H 4.560099 0.821455 -0.059576 -0.023 0.288 0.245
H 3.842319 2.274954 -0.671951 -0.321 0.034 -0.130
H 1.956248 0.017152 -0.806898 -0.276 0.183 -0.009
H 2.708471 -0.028337 0.746390 -0.066 0.114 0.126
H 1.562950 2.783214 2.160575 -0.049 -0.260 -0.022
H 3.066582 2.781793 1.312398 0.059 -0.456 -0.405
H 2.399724 4.615341 -0.052541 -0.240 -0.220 -0.479
H 1.606352 4.861638 1.461245 0.108 0.027 -0.021
H -1.450909 6.571659 -0.568778 0.175 -0.186 0.313
H -1.704937 5.047405 -1.483094 0.008 -0.072 0.209
H -1.956162 7.097599 -2.685954 -0.079 -0.192 0.030
H 0.728106 7.793196 -3.318921 0.259 0.100 0.215
H 0.515886 7.866533 -1.520791 0.367 0.016 -0.190
H -0.506787 8.814951 -2.571991 -0.040 0.005 -0.115
H -1.081781 6.287769 -4.469141 0.134 -0.159 -0.104
H -0.674669 5.628842 1.938859 -0.005 0.163 -0.613
H -2.320415 4.579982 0.794079 0.323 0.341 -0.341
H 2.767070 3.845950 -3.042652 0.019 0.071 0.023
H -1.577420 1.483613 -2.161883 0.380 -0.013 0.097
H -2.365193 0.230429 -1.260534 0.472 -0.317 0.095
H -3.561628 1.651409 -0.231635 0.046 0.168 0.328
H -2.979914 2.807468 -1.236028 -0.104 0.027 0.120
H 0.339288 -0.381391 1.040911 0.036 0.619 0.024
H -0.171924 -1.104229 -0.444500 -0.035 -0.041 -0.020
H -1.382658 -1.485893 1.872501 0.336 0.051 -0.099
H -3.425635 -1.509215 -0.289347 -0.140 -0.081 0.195
H -2.762499 -2.812539 0.781194 -0.413 0.062 -0.009
H -1.907381 -2.317232 -0.643019 -0.045 -0.034 -0.025
H -3.531533 -1.389897 2.588124 0.081 -0.031 -0.179
H -3.352371 0.168913 3.387990 0.201 -0.086 -0.009
H -5.780572 -1.725716 1.713542 -0.117 -0.097 -0.027
H -7.905086 -0.745290 0.879829 0.046 -0.082 0.032
H -8.131692 1.681791 0.607798 -0.177 -0.264 -0.004
H -6.285119 3.150159 1.252001 -0.117 0.033 -0.066
H -4.195171 2.189332 2.043756 0.046 -0.030 0.102
H 6.487133 0.788657 -3.665395 -0.229 -0.163 0.052
H 7.583653 -0.565538 -3.776103 -0.204 -0.367 0.273
H 7.969537 2.042868 -2.281573 0.248 0.048 0.151
H 9.166246 0.712688 -2.227844 0.049 0.035 0.015
H 8.776502 1.536602 -3.764374 0.146 -0.018 0.021
C -7.963915 -1.850690 4.453883 -0.032 -0.193 0.024
C -9.244317 -1.164363 4.011882 0.064 0.071 0.078
O -9.962690 -1.881490 3.025144 0.028 0.082 -0.208
C -10.415533 -3.171494 3.398697 -0.090 -0.111 0.057
C -11.375315 -3.167182 4.575961 0.097 0.121 0.104
H -7.342771 -2.085689 3.588372 0.011 0.045 -0.002
H -7.396478 -1.204262 5.125031 -0.017 0.020 -0.011
H -8.162506 -2.786929 4.978661 0.002 0.047 0.068
H -8.995105 -0.204316 3.557209 -0.068 -0.030 -0.091
H -9.886081 -0.945574 4.872152 0.025 -0.047 0.036
H -9.564392 -3.834376 3.593014 -0.004 0.004 0.059
H -10.926385 -3.569886 2.521811 0.047 0.101 -0.065
H -10.885473 -2.846986 5.497081 -0.004 -0.062 0.017
H -11.772173 -4.168866 4.742565 -0.003 0.001 -0.026
H -12.206135 -2.485569 4.389694 -0.020 -0.041 -0.043
C 10.484421 -2.380455 -7.618190 -0.134 0.017 0.139
C 11.706822 -2.159076 -6.743490 -0.011 -0.102 -0.123
O 11.549589 -1.119237 -5.794069 0.093 0.189 0.016
C 10.516908 -1.295966 -4.845631 -0.055 -0.055 0.098
C 10.691041 -2.524480 -3.968251 0.013 -0.117 -0.121
H 10.177975 -1.446250 -8.091164 0.054 -0.005 -0.037
H 10.704128 -3.113021 -8.395214 0.022 0.015 -0.001
H 9.635325 -2.752784 -7.042122 0.015 -0.060 -0.029
H 12.546567 -1.860526 -7.371085 0.023 0.097 0.088
H 12.003172 -3.089349 -6.246627 -0.054 -0.023 -0.001
H 9.538996 -1.306431 -5.343265 -0.015 -0.079 0.013
H 10.537134 -0.405947 -4.214720 0.100 0.063 -0.096
H 10.602106 -3.447679 -4.542640 -0.062 -0.005 0.029
H 9.927575 -2.544280 -3.188718 0.005 0.017 0.002
H 11.675288 -2.521699 -3.498232 -0.019 0.053 0.032
C -1.496243 -5.275662 5.897026 -0.161 -0.081 -0.056
C -1.871696 -3.869387 5.464146 0.093 -0.047 0.140
O -2.588765 -3.819659 4.240858 0.044 0.163 -0.238
C -3.835682 -4.496080 4.224799 -0.133 -0.029 0.044
C -4.842165 -3.952936 5.225420 0.125 0.037 0.085
H -0.964485 -5.793739 5.097726 0.047 0.035 0.014
H -0.857566 -5.240608 6.779719 0.009 0.020 -0.012
H -2.375530 -5.870865 6.147749 0.020 0.012 0.065
H -0.961853 -3.291591 5.296934 -0.049 0.042 -0.110
H -2.428282 -3.354177 6.254346 -0.026 -0.047 0.015
H -3.690131 -5.572336 4.363261 -0.005 0.004 0.049
H -4.228760 -4.363300 3.215087 0.099 0.031 -0.036
H -4.531799 -4.130720 6.255904 -0.032 -0.052 -0.008
H -5.809862 -4.434526 5.081829 -0.001 0.015 -0.018
H -4.961836 -2.875320 5.097095 -0.052 -0.011 -0.035

---

110
Properties=species:S:1:pos:R:3:forces:R:3 method="wB97M-V/def2-TZVPD" spin_multiplicity=6 total_energy_ha=-3593.0485 s2=8.760 de_lowest_kcal_mol=26.6 e_homo_ev="-7.83 / -7.92"
Fe 1.575880 0.955216 1.563039 0.506 -0.194 0.211
C 3.094554 2.927284 3.845815 -0.886 -1.119 0.787
N 1.948494 1.933013 3.868145 2.761 -0.913 -0.896
C 2.455984 0.802428 4.666925 0.995 -1.329 -0.307
C 0.696500 2.470127 4.247876 -1.342 0.241 1.202
C -0.091460 2.961847 3.023806 -0.042 1.880 0.606
N -0.176475 2.009265 1.940717 -1.483 -1.280 -0.619
C -0.458747 2.777517 0.647574 -0.012 -0.623 0.459
C -0.980179 1.881969 -0.476703 0.673 1.113 0.888
C -2.186690 2.093010 -1.079146 -1.131 -0.045 -1.163
C -2.609139 1.269979 -2.182848 -0.245 -0.064 2.147
C -1.703921 0.285103 -2.526630 1.564 -0.153 -0.586
C -0.376419 0.103136 -2.024585 -1.498 0.778 0.152
C -0.090293 0.900665 -0.910875 1.865 -0.851 -0.155
O 1.095864 0.804678 -0.237785 -0.764 -0.089 -0.426
C 0.569344 -0.847990 -2.765634 -0.962 -0.529 -1.082
C 1.568920 -1.485564 -1.851819 0.599 1.346 0.480
C 1.178602 -0.109173 -3.964602 -0.358 0.710 0.507
C -0.204795 -2.096095 -3.311489 0.795 0.544 -0.128
C -4.087372 1.198212 -2.645159 0.249 0.659 -1.024
C -4.535801 2.422988 -3.524866 -0.499 0.888 1.183
C -5.076679 1.006797 -1.431650 1.045 4.034 -1.047
C -4.234657 -0.004449 -3.619700 -0.904 -0.169 -1.413
C -1.187338 0.866762 2.304453 0.279 1.737 -0.590
C -1.100062 -0.435069 1.562314 -2.122 0.322 0.623
C -2.252706 -1.035580 0.972708 2.492 0.599 1.137
C -2.211970 -2.397424 0.738609 -2.145 0.230 -0.151
C -1.104923 -3.147965 1.067388 0.573 0.180 -0.277
C 0.063452 -2.563076 1.526020 -0.983 -0.324 0.854
C -0.021694 -1.188625 1.871957 2.415 -2.457 -1.147
O 1.107257 -0.683631 2.370736 0.008 1.705 0.324
C 1.293578 -3.403205 1.869473 -0.383 -0.619 0.937
C 0.923211 -4.898296 1.671979 -1.716 0.627 -0.576
C 1.689041 -3.153177 3.363409 -0.717 -1.799 -1.015
C 2.375619 -3.035749 0.867916 0.496 -1.424 -0.553
C -3.476034 -3.040265 0.151027 -0.739 -0.793 1.532
C -3.529645 -2.660255 -1.275318 -1.112 1.215 -1.129
C -3.548000 -4.566561 0.132657 0.693 -0.413 1.736
C -4.781321 -2.611141 0.937861 0.506 1.311 -0.869
H 3.238801 3.256537 4.878621 0.073 0.229 0.043
H 2.911275 3.772234 3.211012 -0.153 0.231 -0.413
H 3.995016 2.377300 3.558601 -0.221 0.270 -0.193
H 2.769561 1.051697 5.682638 -0.008 0.557 0.111
H 3.367144 0.343581 4.164183 -1.071 0.788 0.406
H 1.787714 -0.055101 4.784311 -0.467 0.463 -0.408
H 0.805470 3.270240 5.038974 -0.215 -0.374 -0.861
H 0.088999 1.682529 4.762483 0.568 0.441 -0.457
H 0.406864 3.859488 2.532684 -0.550 -0.766 1.060
H -1.113755 3.256583 3.416782 0.868 -0.070 -0.714
H 0.498685 3.278173 0.423094 -0.213 -0.434 -0.300
H -1.119012 3.597224 0.910886 -0.664 -0.054 -0.181
H -2.804516 2.923676 -0.717356 0.041 -0.376 -0.153
H -1.911272 -0.393556 -3.332787 -0.457 0.074 -0.019
H 2.271936 -0.744220 -1.416280 0.010 -0.737 -0.573
H 1.999326 -2.361565 -2.330114 0.460 0.120 0.195
H 0.954385 -1.762160 -1.029031 -0.138 -0.782 0.973
H 1.624883 0.826016 -3.566459 -0.128 -0.403 -0.601
H 0.380774 0.134385 -4.708375 0.707 -0.058 0.490
H 1.951485 -0.724229 -4.425259 0.029 0.058 -0.127
H -0.591687 -2.589408 -2.424056 -0.620 -0.223 -0.192
H 0.556843 -2.797100 -3.740310 -0.799 0.647 -0.045
H -0.962841 -1.791025 -4.057196 0.324 -0.696 0.391
H -4.115303 3.448014 -3.288543 0.088 -1.346 -0.137
H -5.625466 2.579228 -3.324117 0.627 -0.318 -0.582
H -4.365497 2.159608 -4.568616 -0.040 0.477 -0.004
H -5.203529 1.967953 -0.778223 0.607 -1.719 -1.069
H -4.655966 0.229775 -0.927703 0.662 -2.188 2.078
H -6.040307 0.792848 -1.791871 -1.274 -0.540 -0.536
H -3.481971 -0.079013 -4.446940 -0.244 0.521 0.910
H -5.168115 0.142308 -4.240859 0.529 -0.365 1.037
H -4.239764 -1.000078 -3.158897 -0.199 0.387 0.064
H -2.207684 1.241554 2.316774 -0.202 0.429 -0.574
H -0.991155 0.746398 3.355998 0.332 -0.594 0.355
H -3.043301 -0.328115 0.848224 -0.911 -0.225 -0.453
H -1.184596 -4.210186 0.924171 0.160 -0.034 -0.051
H 0.001537 -5.225622 2.262719 1.150 0.596 -0.759
H 1.688140 -5.576231 1.942499 1.150 -0.495 0.276
H 0.723251 -5.009766 0.573755 0.004 -0.352 0.953
H 0.881382 -3.506882 4.001801 -0.369 0.523 0.089
H 1.922514 -2.144869 3.439704 0.171 1.601 0.749
H 2.522766 -3.722714 3.723094 0.826 -0.563 -0.372
H 2.094754 -3.486534 -0.093668 0.076 0.134 0.116
H 3.361262 -3.460282 1.096085 -0.153 0.057 0.297
H 2.489092 -1.997371 0.678278 0.081 0.988 0.209
H -2.706858 -3.066456 -1.850638 0.074 -0.444 -0.134
H -3.365751 -1.575746 -1.322201 -0.488 -0.122 -0.376
H -4.522796 -2.982743 -1.696952 0.971 0.531 0.012
H -2.596035 -4.972853 -0.244734 -0.732 -0.322 -0.241
H -4.453516 -4.856695 -0.386624 0.245 -0.160 -0.797
H -3.758640 -5.001905 1.137255 0.636 0.342 -0.301
H -5.266349 -1.707588 0.452572 0.401 -1.031 0.582
H -4.556535 -2.351690 1.976049 0.065 -0.038 -0.127
H -5.467991 -3.450855 0.956609 -0.327 0.112 -0.152
F 3.785161 1.950544 -4.187742 -0.231 -0.242 -0.105
C 4.183642 2.690138 -3.167890 0.341 1.015 0.363
C 4.416489 2.233543 -1.948867 0.117 -3.190 0.991
N 4.988795 2.870757 -0.874022 -0.628 0.306 0.049
C 5.173080 2.038512 0.336292 -1.033 0.816 -0.776
C 3.830722 1.673679 0.951958 -0.234 1.274 0.760
O 3.665937 0.588411 1.559144 0.357 -0.741 -0.230
O 2.886977 2.503219 0.929078 0.031 0.468 -0.401
C 5.273367 4.242321 -0.975489 0.734 -2.282 -0.586
O 5.908167 4.864210 -0.179616 0.172 0.791 1.491
N 4.972199 4.715122 -2.210677 -0.918 -0.638 -1.033
C 4.438360 4.088138 -3.363932 -0.206 1.793 -1.061
O 4.242355 4.752258 -4.374234 0.322 -0.828 1.003
H 4.264194 1.141118 -1.742507 -0.083 1.075 -0.404
H 5.764838 2.617785 1.050533 0.178 -0.453 -0.128
H 5.539425 1.084320 0.000234 1.060 -0.168 0.217
H 5.282662 5.634430 -2.367906 0.261 1.324 -0.250